Entry 1:
{
  "formula": "C34H47N3O18",
  "method": "ωB97M-V/def2-TZVPD",
  "species": ["O", "N", "O", "C", "C", "C", "C", "C", "C", "H", "H", "H", "H", "H", "O", "N", "O", "C", "C", "C", "C", "C", "C", "H", "H", "H", "H", "H", "O", "N", "O", "C", "C", "C", "C", "C", "C", "H", "H", "H", "H", "H", "C", "C", "O", "C", "O", "O", "C", "H", "H", "H", "H", "H", "H", "H", "H", "C", "C", "O", "C", "O", "O", "C", "H", "H", "H", "H", "H", "H", "H", "H", "C", "C", "O", "C", "O", "O", "C", "H", "H", "H", "H", "H", "H", "H", "H", "C", "C", "O", "C", "O", "O", "C", "H", "H", "H", "H", "H", "H", "H", "H"],
  "xyz": [[5.18218, -6.26552, 0.56957], [4.63376, -5.30512, 1.10281], [3.84193, -4.56403, 0.54763], [5.04019, -5.01779, 2.44381], [6.19571, -5.67300, 2.91338], [6.54132, -5.37166, 4.23322], [5.72991, -4.55603, 5.07483], [4.59622, -4.02135, 4.58746], [4.26038, -4.21371, 3.26053], [6.76434, -6.36531, 2.30756], [7.46196, -5.84219, 4.64498], [6.09909, -4.38706, 6.06400], [3.87192, -3.46264, 5.16395], [3.36368, -3.71969, 2.86471], [1.96752, -2.03066, 4.61930], [1.21656, -1.96291, 3.70036], [1.32595, -2.54783, 2.64622], [-0.07908, -1.32829, 3.90997], [-0.38880, -1.09447, 5.26646], [-1.63355, -0.41950, 5.49269], [-2.37697, -0.04067, 4.41865], [-2.02905, -0.33743, 3.07846], [-0.83706, -0.96923, 2.80836], [0.25734, -1.42727, 6.06937], [-1.92950, -0.19927, 6.52010], [-3.33789, 0.45964, 4.48284], [-2.62708, 0.13845, 2.26327], [-0.53019, -1.23840, 1.78678], [-0.97902, -0.58647, -0.50028], [-0.69150, -1.16343, -1.51108], [-1.48610, -1.50783, -2.37651], [0.73454, -1.51182, -1.66388], [1.55570, -1.23948, -0.58111], [2.88900, -1.63970, -0.69862], [3.29775, -2.23191, -1.88766], [2.42909, -2.44007, -2.95705], [1.10012, -2.07172, -2.83936], [1.15510, -0.70713, 0.26913], [3.53845, -1.42919, 0.09776], [4.31493, -2.56935, -2.01668], [2.70876, -2.96977, -3.88036], [0.35130, -2.32118, -3.60740], [-4.93997, -1.53986, -0.27254], [-4.45579, -1.94745, -1.65473], [-5.54737, -2.33366, -2.55246], [-6.10221, -1.29845, -3.18113], [-5.77462, -0.16070, -3.17316], [-7.07863, -1.79965, -3.88502], [-7.92684, -0.81944, -4.57941], [-5.52794, -2.38474, 0.14432], [-5.69077, -0.73795, -0.38808], [-4.09573, -1.39491, 0.43886], [-3.78533, -2.81439, -1.67266], [-3.89608, -1.26127, -2.24491], [-7.44603, -0.16458, -5.28794], [-8.38509, -0.29364, -3.72750], [-8.73149, -1.46237, -4.99591], [0.53847, 2.59773, -3.30452], [1.89117, 2.00901, -3.45901], [1.77142, 1.03463, -4.46485], [2.89657, 0.39402, -4.87424], [3.96511, 0.45708, -4.34117], [2.64018, -0.39818, -5.92103], [3.71389, -1.24077, -6.22114], [0.27826, 3.13616, -4.21504], [0.44222, 3.30959, -2.49000], [-0.11671, 1.75196, -3.15400], [2.26626, 1.52366, -2.57793], [2.67777, 2.77558, -3.70915], [3.87301, -1.94047, -5.39462], [4.60401, -0.61349, -6.35854], [3.48054, -1.81764, -7.10604], [-3.58925, 2.66450, -2.73414], [-3.23728, 2.08457, -1.42666], [-4.08281, 2.78017, -0.31528], [-3.49930, 2.80512, 0.88995], [-2.53907, 2.16417, 1.21410], [-4.15862, 3.70936, 1.72038], [-3.68825, 3.74007, 3.03323], [-4.65796, 2.47578, -2.99527], [-3.04249, 2.08777, -3.44485], [-3.42131, 3.72196, -2.80527], [-2.24632, 2.35581, -1.17083], [-3.47216, 1.04382, -1.30983], [-4.07034, 4.65626, 3.49581], [-2.60347, 3.79732, 2.96850], [-3.96257, 2.82606, 3.61580], [0.96556, 2.39013, 1.02022], [0.40722, 3.40472, 1.99638], [1.43570, 4.25442, 2.50056], [1.65435, 5.39281, 1.82593], [1.00126, 5.89476, 0.95487], [2.71403, 5.95945, 2.42766], [2.99288, 7.27039, 2.03259], [1.53643, 2.94294, 0.24125], [0.17321, 1.80502, 0.50983], [1.50719, 1.64195, 1.53770], [-0.03325, 2.86717, 2.83919], [-0.40566, 3.99852, 1.56907], [2.09079, 7.90024, 1.89890], [3.55549, 7.28371, 1.08399], [3.63876, 7.66717, 2.76166]],
  "atomic_forces_ev_per_a": [[-0.60, 0.40, -0.03], [0.36, -0.23, -1.42], [-0.01, -0.23, 0.18], [0.58, -0.38, 1.37], [-0.63, 0.98, 1.21], [0.41, -0.43, 0.26], [2.33, -1.49, -0.65], [-1.51, 0.67, -0.44], [-0.56, 0.11, -1.10], [-0.09, 0.21, 0.00], [-0.81, 0.51, -0.26], [-0.15, 0.09, 0.54], [0.33, 0.16, 0.25], [0.42, -0.41, 0.05], [1.81, 0.14, 1.18], [-2.25, -1.02, -0.82], [0.94, -0.13, -0.91], [0.50, 0.60, 1.86], [-1.86, 0.86, -1.36], [1.97, -0.94, 0.83], [-1.13, 0.02, -1.92], [-0.29, 1.29, -0.01], [-0.21, -0.42, -0.29], [-0.08, 0.13, -0.22], [-0.03, -0.06, -0.37], [0.15, 0.11, 0.61], [0.52, -0.86, 0.76], [-0.08, 0.31, 0.68], [-1.00, 0.79, 0.95], [0.29, -0.81, -0.91], [0.43, 0.34, 0.38], [-1.22, 0.81, 0.89], [0.72, -0.24, -0.60], [-1.58, 0.32, -1.00], [0.33, -0.29, -0.46], [-0.14, -0.41, -0.29], [0.20, -1.02, -1.14], [0.16, -0.20, 0.05], [0.96, -0.01, 0.83], [0.16, 0.06, 0.19], [0.24, 0.36, 0.66], [0.51, 0.39, 0.47], [-0.61, -0.91, -0.17], [0.20, -1.16, -0.74], [0.47, 0.30, 1.20], [0.12, -1.75, -0.10], [0.69, 1.96, 0.42], [-1.43, 0.10, -1.88], [-1.20, -1.53, 1.94], [0.37, 0.27, -0.23], [0.82, 0.17, 0.43], [-0.64, 0.49, -0.64], [-0.42, -0.11, 0.48], [0.39, 1.22, 0.28], [0.38, -0.08, -0.06], [0.07, 0.51, -0.74], [0.73, 0.60, -0.16], [-0.33, 0.33, -0.16], [1.89, 1.22, 0.27], [0.61, -1.16, -1.97], [-0.86, 0.09, 0.67], [0.39, 0.46, 0.38], [-1.47, 0.80, 0.39], [1.20, -0.40, 0.02], [-0.23, -0.16, -0.07], [0.20, -0.10, 0.26], [-0.66, 0.02, 0.06], [0.02, -0.26, 0.73], [-0.73, -0.68, -0.08], [0.21, 0.17, -0.11], [-0.03, -0.53, -0.10], [-0.20, 0.18, -0.23], [-2.28, -0.46, -0.25], [-1.52, 1.27, 2.10], [0.90, -0.07, -0.18], [-1.28, 1.02, -0.42], [0.37, -0.11, 0.40], [-0.16, -1.39, -2.28], [0.77, -0.26, 0.91], [0.67, 0.12, 0.32], [0.68, -0.11, -0.83], [0.41, 0.43, -0.05], [1.11, -0.31, 0.34], [0.20, -0.48, -0.11], [-0.07, -0.38, -0.08], [0.15, -0.01, 0.51], [0.05, 0.73, -0.43], [-0.93, 0.75, -1.34], [-1.03, -0.57, -0.17], [0.01, 0.07, -0.40], [0.17, 0.16, 1.26], [-0.03, -0.40, -0.28], [-0.48, -0.70, -0.02], [-0.24, 0.83, -1.76], [-0.04, -0.69, 0.48], [0.05, 0.64, 0.24], [1.20, -0.47, 0.44], [0.24, 0.25, 0.20], [0.30, 0.04, -0.13], [0.42, -0.49, 0.23], [-0.33, -0.08, 0.16], [0.62, 0.56, 1.06]],
  "homo_energy_ha": -0.361,
  "energy_ha": -2842.07745,
  "de_lowest_kcal_mol": 21.6,
  "homo_lumo_gap_ev": 9.3
}

---

Entry 2:
{
  "formula": "C7H22N6O",
  "method": "ωB97M-V/def2-TZVPD",
  "species": ["C", "C", "C", "C", "C", "C", "C", "N", "N", "N", "N", "N", "N", "O", "H", "H", "H", "H", "H", "H", "H", "H", "H", "H", "H", "H", "H", "H", "H", "H", "H", "H", "H", "H", "H", "H"],
  "xyz": [[-1.70190, 0.06555, -4.81829], [-2.40024, 1.18181, -6.11474], [-1.12406, -0.01278, -1.87575], [2.57045, -1.75373, 7.24955], [-0.60881, 0.56258, -4.22151], [-0.04913, -0.10442, -2.91841], [2.43708, -0.32436, 6.84910], [-3.68290, 1.11433, -6.23814], [3.61679, 0.63822, 7.65841], [-3.31891, -1.53457, -5.44833], [-2.40275, -1.02761, -4.56395], [-1.57483, 2.09639, -6.56140], [1.26934, 0.17042, 7.19389], [0.16212, -1.45817, -3.05788], [-1.34815, -0.99239, -1.49747], [-0.66370, 0.63173, -1.15009], [-1.99302, 0.45870, -2.28039], [2.20811, -2.31460, 6.38583], [2.02580, -2.24190, 8.07125], [3.65008, -2.09961, 7.28126], [-0.11238, 1.47343, -4.49308], [0.79434, 0.39690, -2.52649], [2.82671, -0.14307, 5.81902], [-4.31179, 1.76130, -6.73799], [-4.19258, 0.48214, -5.52536], [3.46914, 0.48215, 8.59747], [4.55757, 0.29979, 7.49609], [-3.93253, -2.11233, -4.99259], [-2.84487, -1.97245, -6.21468], [-1.96538, -1.48497, -3.75922], [-1.93951, 2.69639, -7.28956], [3.76303, 1.62855, 7.42154], [-0.60641, 1.91936, -6.62951], [0.99234, 1.09649, 6.93161], [0.66154, -0.44727, 7.70021], [0.82305, -1.81538, -3.59729]],
  "atomic_forces_ev_per_a": [[0.06, 4.43, -3.79], [2.09, -2.75, 4.28], [0.33, 0.69, 0.42], [2.06, -2.07, -0.90], [0.62, -0.79, 0.88], [-1.47, 0.23, -2.09], [2.14, 0.08, -0.81], [-2.49, -0.43, 1.34], [1.65, -0.18, -2.42], [1.12, 1.39, -1.43], [0.55, 0.33, 2.18], [-1.62, 0.19, -1.33], [-2.04, 0.76, 0.30], [-1.59, -1.65, 1.25], [-0.08, -0.28, 0.47], [-0.59, 0.14, 1.03], [-0.72, 0.27, 0.11], [-0.09, 0.03, -0.19], [0.12, 1.14, 0.24], [-1.14, 0.54, 0.21], [-0.32, 0.37, -0.32], [1.27, 0.64, -0.22], [-0.46, -0.10, 0.70], [0.88, -0.27, 0.14], [1.26, 1.00, -1.98], [-0.65, 0.15, 2.87], [0.35, -0.66, -0.21], [-1.74, -1.76, 1.12], [-0.02, -0.73, -0.35], [-0.57, -1.02, -0.62], [0.15, 0.37, 0.04], [-1.05, -0.15, 0.21], [1.07, -0.37, 0.26], [-0.50, -0.04, -0.11], [-0.37, 0.50, 0.18], [1.79, 0.04, -1.46]],
  "total_charge": 2,
  "homo_energy_ha": -0.472,
  "energy_ha": -683.04311,
  "de_lowest_kcal_mol": 0.0,
  "homo_lumo_gap_ev": 8.5
}